# 1
{
  "formula": "C31H40N6O2PPtS",
  "method": "ωB97M-V/def2-TZVPD",
  "total_charge": 1,
  "gap_ha": [0.2741, 0.2740],
  "e_above_lowest_kcal_mol": 7.0,
  "spin_multiplicity": 1,
  "elements": ["Pt", "C", "N", "C", "C", "N", "C", "P", "C", "N", "C", "C", "N", "C", "C", "N", "C", "C", "N", "C", "H", "H", "H", "H", "H", "H", "H", "H", "H", "H", "H", "H", "H", "H", "H", "C", "S", "O", "C", "C", "C", "C", "C", "C", "H", "H", "H", "H", "H", "H", "H", "H", "C", "C", "C", "C", "C", "C", "C", "C", "C", "C", "C", "C", "O", "H", "H", "H", "H", "H", "H", "H", "H", "H", "H", "H", "H", "H", "H", "H", "H", "H"],
  "coordinates": [[-0.048, 0.479, -0.500], [1.556, 1.489, 4.711], [0.684, 0.989, 3.654], [-0.321, 0.074, 3.819], [-0.857, -0.145, 2.584], [-0.196, 0.633, 1.683], [0.736, 1.305, 2.338], [1.926, 2.464, 1.582], [0.788, 3.165, 0.350], [0.005, 2.491, -0.488], [-0.628, 3.405, -1.288], [-0.226, 4.651, -0.915], [0.662, 4.489, 0.112], [1.346, 5.571, 0.812], [2.854, 1.366, 0.462], [2.329, 0.690, -0.543], [3.346, 0.017, -1.150], [4.515, 0.310, -0.502], [4.196, 1.164, 0.518], [5.135, 1.723, 1.481], [1.236, 1.050, 5.651], [2.587, 1.200, 4.520], [1.486, 2.572, 4.781], [-0.558, -0.342, 4.783], [-1.642, -0.819, 2.285], [-1.328, 3.092, -2.041], [-0.489, 5.624, -1.291], [0.960, 6.513, 0.436], [1.157, 5.511, 1.881], [2.418, 5.528, 0.628], [3.180, -0.648, -1.983], [5.525, -0.020, -0.671], [6.111, 1.283, 1.301], [5.207, 2.803, 1.367], [4.827, 1.484, 2.497], [-3.392, 1.747, 0.668], [-2.930, 0.557, -0.594], [-2.798, 1.329, -1.869], [-4.515, -0.273, -0.708], [-5.314, -0.035, -1.812], [-6.535, -0.692, -1.907], [-6.934, -1.573, -0.913], [-6.112, -1.815, 0.181], [-4.891, -1.170, 0.283], [-4.197, 2.356, 0.258], [-2.514, 2.353, 0.888], [-3.722, 1.218, 1.561], [-4.972, 0.649, -2.577], [-7.173, -0.517, -2.763], [-7.885, -2.082, -0.993], [-6.418, -2.516, 0.947], [-4.234, -1.376, 1.121], [-0.126, -0.086, -3.404], [-0.251, -1.605, -3.384], [-1.672, -2.031, -3.006], [0.818, -2.257, -2.520], [1.810, -2.981, -3.180], [2.787, -3.673, -2.488], [2.751, -3.666, -1.104], [1.794, -2.947, -0.395], [1.837, -3.048, 1.121], [2.304, -1.754, 1.784], [0.513, -3.537, 1.713], [0.840, -2.198, -1.112], [-0.089, -1.475, -0.423], [-0.921, 0.407, -3.962], [0.849, 0.270, -3.733], [-0.259, 0.215, -2.341], [-0.064, -1.953, -4.404], [-1.920, -1.714, -1.994], [-1.773, -3.116, -3.050], [-2.394, -1.592, -3.698], [1.792, -3.016, -4.263], [3.545, -4.235, -3.017], [3.485, -4.238, -0.547], [2.592, -3.807, 1.341], [1.637, -0.941, 1.512], [3.317, -1.496, 1.462], [2.304, -1.861, 2.873], [-0.284, -2.820, 1.519], [0.610, -3.675, 2.793], [0.222, -4.493, 1.276]],
  "forces_ev_per_angstrom": [[0.6, 0.1, 0.6], [0.0, 0.0, 0.0], [0.0, 0.0, 0.0], [0.1, 0.0, 0.0], [0.0, 0.0, 0.0], [-0.2, -0.2, -0.4], [0.1, 0.0, 0.0], [0.0, 0.0, 0.0], [0.1, 0.0, 0.0], [-0.1, 0.6, -0.1], [0.0, -0.1, 0.0], [0.0, 0.0, 0.0], [0.0, 0.1, 0.0], [0.0, 0.0, 0.0], [-0.1, 0.0, 0.0], [0.2, -0.1, -0.2], [0.0, 0.0, 0.1], [0.0, 0.0, 0.0], [0.0, 0.0, 0.0], [0.0, 0.0, 0.0], [0.0, 0.0, 0.0], [0.0, 0.0, 0.0], [0.0, 0.0, 0.0], [0.0, 0.0, 0.0], [0.0, 0.0, 0.0], [-0.1, 0.0, 0.0], [0.0, 0.0, 0.0], [0.0, 0.0, 0.0], [0.0, 0.0, 0.0], [0.0, 0.0, 0.0], [0.0, 0.0, 0.0], [0.0, 0.0, 0.0], [0.0, 0.0, 0.0], [0.0, 0.0, 0.0], [0.0, 0.0, 0.0], [-0.1, 0.1, 0.0], [-0.5, -0.1, -0.4], [0.1, 0.0, 0.2], [0.0, 0.0, 0.1], [0.0, 0.0, 0.0], [0.0, 0.0, 0.0], [0.0, 0.0, 0.0], [0.0, 0.0, 0.0], [0.0, 0.0, 0.0], [0.0, 0.0, 0.0], [0.0, 0.0, 0.0], [0.0, 0.0, 0.0], [0.0, 0.0, 0.0], [0.0, 0.0, 0.0], [0.0, 0.0, 0.0], [0.0, 0.0, 0.0], [0.0, 0.0, 0.0], [0.0, -0.2, 0.0], [0.0, 0.0, 0.0], [0.0, 0.0, 0.0], [0.0, 0.0, -0.2], [0.0, 0.0, 0.0], [0.0, 0.0, 0.0], [0.0, 0.0, 0.0], [0.2, -0.1, 0.0], [-0.2, 0.0, 0.0], [0.0, 0.0, 0.0], [0.0, 0.0, 0.0], [-0.2, 0.3, 0.2], [0.1, -0.7, 0.0], [0.0, 0.0, 0.0], [0.0, 0.0, 0.0], [-0.2, 0.5, -0.1], [0.0, 0.0, 0.0], [0.0, 0.0, 0.0], [0.0, 0.0, 0.0], [0.0, 0.0, 0.0], [0.0, 0.0, 0.0], [0.0, 0.0, 0.0], [0.0, 0.0, 0.0], [0.0, 0.0, 0.0], [0.0, 0.0, 0.0], [0.0, 0.0, 0.0], [0.0, 0.0, 0.0], [0.0, 0.0, 0.0], [0.0, 0.0, 0.0], [0.0, 0.0, 0.0]]
}



# 2
{
  "formula": "C31H41N2O5P",
  "method": "ωB97M-V/def2-TZVPD",
  "total_charge": 0,
  "gap_ha": 0.1241,
  "spin_multiplicity": 1,
  "elements": ["C", "C", "O", "P", "C", "C", "O", "O", "C", "C", "O", "O", "C", "C", "H", "H", "H", "H", "H", "H", "H", "H", "H", "H", "H", "H", "H", "H", "H", "H", "C", "C", "N", "C", "C", "C", "C", "C", "C", "C", "C", "C", "C", "N", "C", "C", "C", "C", "C", "C", "C", "C", "C", "C", "C", "H", "H", "H", "H", "H", "H", "H", "H", "H", "H", "H", "H", "H", "H", "H", "H", "H", "H", "H", "H", "H", "H", "H", "H", "H"],
  "coordinates": [[-0.349, -0.835, -4.504], [-0.559, -0.076, -3.205], [-1.909, 0.468, -3.155], [-2.160, 2.035, -2.928], [-2.821, 2.173, -1.313], [-2.213, 2.930, -0.288], [-2.712, 3.551, 0.648], [-0.836, 2.900, -0.513], [-0.088, 4.022, -0.043], [-0.332, 5.330, -0.765], [-1.018, 2.905, -3.325], [-3.496, 2.259, -3.841], [-3.734, 3.642, -4.197], [-4.840, 3.824, -5.214], [0.724, -0.968, -4.675], [-0.803, -1.831, -4.454], [-0.771, -0.293, -5.362], [-0.409, -0.713, -2.321], [0.145, 0.764, -3.143], [-3.847, 1.897, -1.174], [-0.295, 4.162, 1.021], [0.955, 3.722, -0.169], [0.248, 6.105, -0.259], [-0.004, 5.281, -1.809], [-1.383, 5.635, -0.731], [-3.963, 4.210, -3.285], [-2.786, 4.024, -4.599], [-4.945, 4.902, -5.385], [-4.590, 3.347, -6.169], [-5.805, 3.447, -4.857], [-1.411, -2.624, 5.743], [-1.460, -1.387, 6.638], [-1.212, -0.208, 5.858], [-1.559, 1.123, 6.310], [-0.986, 2.048, 5.207], [-0.322, 1.121, 4.236], [0.337, 1.299, 3.049], [0.878, 0.162, 2.343], [1.419, 0.378, 1.060], [1.780, -0.588, 0.098], [2.707, -0.211, -0.941], [3.194, -1.158, -1.807], [2.765, -2.492, -1.647], [3.350, -3.306, -2.546], [3.039, -4.700, -2.688], [2.549, -5.265, -1.356], [1.494, -4.376, -0.663], [1.823, -2.916, -0.697], [1.271, -1.925, 0.103], [4.215, -2.591, -3.460], [4.141, -1.124, -2.965], [0.841, -1.117, 2.991], [0.076, -1.334, 4.129], [-0.476, -0.192, 4.730], [-0.189, -2.648, 4.799], [-1.417, -3.514, 6.380], [-2.326, -2.647, 5.135], [-2.444, -1.261, 7.111], [-0.712, -1.461, 7.451], [-2.652, 1.213, 6.412], [-1.129, 1.326, 7.305], [-1.781, 2.646, 4.750], [-0.277, 2.753, 5.651], [0.455, 2.294, 2.606], [1.630, 1.410, 0.802], [3.035, 0.834, -0.999], [2.273, -4.833, -3.477], [3.954, -5.202, -3.035], [2.146, -6.267, -1.530], [3.414, -5.368, -0.688], [0.510, -4.545, -1.128], [1.398, -4.698, 0.381], [0.448, -2.180, 0.771], [5.237, -3.000, -3.406], [3.881, -2.717, -4.503], [3.787, -0.473, -3.771], [5.141, -0.770, -2.694], [1.410, -1.948, 2.572], [0.701, -2.964, 5.367], [-0.352, -3.414, 4.032]],
  "forces_ev_per_angstrom": [[-0.1, -0.2, 0.0], [-0.6, 1.0, -0.1], [0.9, -1.1, -0.8], [-0.7, 0.9, 1.8], [0.5, 0.5, 0.1], [-0.6, -0.6, -1.4], [0.5, -0.1, 0.4], [0.9, 0.8, 0.6], [-0.4, -0.4, 0.2], [0.0, 0.1, -0.3], [-0.3, -0.6, -0.3], [0.2, 0.0, -0.6], [0.6, 0.0, 0.2], [0.0, -0.2, 0.0], [0.0, 0.0, 0.0], [-0.1, 0.1, -0.1], [0.1, -0.1, 0.3], [-0.1, 0.1, -0.2], [-0.1, -0.1, 0.0], [-0.5, 0.1, -0.1], [0.0, 0.0, 0.1], [0.1, 0.0, 0.0], [0.0, 0.1, 0.0], [-0.2, -0.1, 0.1], [0.1, -0.2, 0.0], [0.0, -0.2, 0.0], [-0.3, 0.1, 0.1], [0.0, -0.1, 0.0], [-0.1, 0.0, 0.2], [0.2, 0.0, -0.1], [-0.2, 0.1, -0.2], [0.2, -0.1, 0.3], [0.3, 0.0, -0.4], [-0.3, 0.3, 0.1], [-0.3, 0.8, 0.4], [0.5, -0.3, -0.7], [-0.1, 0.1, 0.1], [0.1, 0.1, 0.3], [0.1, -0.4, 0.3], [-0.1, -0.1, -0.5], [0.1, 0.0, -0.1], [-0.6, 0.2, 0.8], [0.1, -0.2, -0.2], [-0.1, 0.2, 0.3], [-0.3, -0.2, -0.3], [0.2, 0.1, 0.2], [-0.6, -0.5, -0.1], [-0.1, 0.8, 0.1], [0.6, -0.4, 0.0], [0.4, 0.0, -0.2], [0.5, 0.4, -0.7], [-0.8, -0.1, 0.2], [0.4, 0.5, -0.5], [-0.5, 0.0, 0.2], [0.4, -0.6, 0.3], [0.0, 0.1, -0.2], [0.2, 0.0, 0.1], [0.2, -0.2, -0.1], [-0.2, 0.0, -0.2], [0.3, 0.0, -0.1], [0.0, -0.1, -0.3], [0.1, -0.1, -0.1], [0.0, 0.0, -0.2], [-0.2, -0.4, 0.1], [-0.1, 0.1, -0.1], [-0.2, -0.4, 0.0], [0.2, 0.0, 0.2], [-0.3, -0.1, 0.1], [0.0, 0.2, 0.1], [-0.1, 0.0, -0.1], [0.2, 0.0, 0.1], [0.0, 0.0, -0.2], [0.2, 0.1, -0.2], [-0.2, 0.1, 0.0], [0.0, 0.1, 0.3], [0.0, 0.0, 0.2], [-0.2, 0.0, 0.1], [-0.2, 0.2, 0.1], [-0.2, 0.1, -0.1], [0.0, 0.0, 0.2]]
}